Density functional theory data (ωB97M-V/def2-TZVPD) for 2 unconnected molecules or ions with the total composition C4H11IN3 at a distorted geometry.

Calculated values
HOMO-LUMO gap ... 8.7115 eV
ΔE to the lowest compared entry with this formula, charge and spin ... 75.6 kcal/mol
Lowest unoccupied orbital energy ... -0.1353 Ha
HOMO energy ... -12.39 eV
Net charge ... +1

Each line ends with the Mulliken charge.
Positions of all 19 atoms, in Å:
C -0.40 2.42 0.54  -0.71
C -0.88 -0.23 -1.41  0.22
C 0.13 1.75 1.54  -0.27
C 1.10 -1.93 1.04  -1.09
N 0.22 -0.71 -0.84  -0.15
N -0.81 -0.05 -2.72  -0.33
N 0.28 -0.85 0.58  -0.17
I -0.54 0.94 3.38  0.11
H 0.22 2.95 -0.15  0.29
H -1.48 2.30 0.35  0.31
H -1.88 0.01 -1.06  0.34
H 1.27 1.87 1.58  0.30
H 1.91 -2.01 0.45  0.42
H 1.45 -1.74 2.15  0.27
H 0.59 -2.78 1.15  0.39
H 1.14 -0.79 -1.17  0.28
H -1.70 0.16 -3.23  0.26
H -0.10 -0.35 -3.33  0.22
H -0.53 -0.94 1.15  0.31